Computed, not measured: the molecule C3H6Cl2O, with ωB97M-V/def2-TZVPD.

Computed properties:
* spin multiplicity: 1
* SMILES string: COCC(Cl)Cl
* HOMO-LUMO gap: 11.01 eV

Structure (XYZ):
```
12
Properties=species:S:1:pos:R:3:lowdin_charge:R:1
C 2.80 -0.01 -0.23 -0.189
C 0.81 -0.11 0.80 -0.363
C -0.63 0.00 0.62 -0.980
H 3.04 0.86 0.42 0.086
H 3.23 -0.89 0.34 0.108
H 3.28 0.12 -1.23 0.110
H 1.03 -1.12 1.17 0.119
H 1.27 0.68 1.44 0.134
H -1.03 0.00 1.66 0.083
O 1.47 -0.06 -0.49 -0.216
Cl -1.26 -1.49 -0.23 0.564
Cl -1.12 1.58 -0.19 0.542
```


Computed, not measured: a cluster of 2 separate species, C3H6Cl2O3 in total, with ωB97M-V/def2-TZVPD.

Computed properties:
* spin multiplicity: 1
* HOMO-LUMO gap: 8.74 eV

Structure (XYZ):
```
14
Properties=species:S:1:pos:R:3:lowdin_charge:R:1
C -0.86 0.21 -1.43 -0.552
C 0.41 0.56 -0.83 -0.273
C 0.10 -0.46 1.20 -0.806
O 0.51 1.94 -0.54 -0.084
O 0.95 -1.53 1.43 -0.038
O -1.19 -0.90 1.14 -0.068
Cl -0.68 -0.22 -3.20 0.506
Cl 0.29 0.88 2.42 0.589
H -1.64 0.98 -1.35 0.098
H -1.18 -0.76 -1.01 0.066
H 1.40 0.00 -1.23 0.167
H 1.43 2.30 -0.27 0.150
H 1.81 -1.36 1.87 0.109
H -1.36 -1.63 1.78 0.136
```


Computed, not measured: the molecule C3H6Cl2OSi, with ωB97M-V/def2-TZVPD.

Computed properties:
* spin multiplicity: 1
* HOMO-LUMO gap (alpha / beta): 7.38 / 7.39 eV

Structure (XYZ):
```
13
Properties=species:S:1:pos:R:3:lowdin_charge:R:1
C -1.42 -0.67 -1.12 -0.373
C -0.33 -1.44 -0.60 -0.305
C 0.87 0.89 1.59 -0.252
O -0.70 2.16 -1.12 -0.790
Si 0.84 -0.66 0.67 0.336
Cl -0.90 1.02 -2.19 0.756
Cl 2.55 -1.64 0.86 0.391
H -1.99 -0.93 -1.97 0.040
H -1.99 -0.06 -0.47 0.044
H -0.01 -2.30 -1.10 0.001
H 0.61 0.70 2.70 0.066
H 1.97 1.06 1.64 0.023
H 0.49 1.87 1.12 0.064
```


Computed, not measured: a cluster of 2 separate species, C3H6Cl4Si2 in total, with ωB97M-V/def2-TZVPD.

Computed properties:
* spin multiplicity: 1
* SMILES string: C=C[Si](Cl)(Cl)Cl.C=[SiH]Cl
* HOMO-LUMO gap: 8.59 eV

Structure (XYZ):
```
15
Properties=species:S:1:pos:R:3:lowdin_charge:R:1
C 1.59 1.53 -0.82 -0.102
C 1.13 0.30 -0.62 -0.352
C -0.80 -1.44 1.50 -0.348
Si -1.08 0.05 2.33 0.172
Si -0.31 -0.31 -1.78 -0.750
Cl -2.16 0.33 -1.40 0.346
Cl -2.35 1.52 1.97 0.291
Cl 0.38 0.39 -3.53 0.347
Cl -0.18 -2.32 -2.11 0.292
H 2.50 1.67 -0.13 0.091
H 1.12 2.27 -1.42 0.032
H 1.75 -0.44 -0.12 0.058
H -1.66 -2.18 1.29 0.018
H 0.03 -2.09 1.70 -0.038
H 0.02 0.73 3.15 -0.056
```


Computed, not measured: the molecule C3H6ClFN2, with ωB97M-V/def2-TZVPD.

Computed properties:
* spin multiplicity: 1
* SMILES string: [H]/N=C(\N)C[C@H](F)Cl
* HOMO-LUMO gap: 10.09 eV

Structure (XYZ):
```
13
Properties=species:S:1:pos:R:3:lowdin_charge:R:1
C -0.75 -0.30 0.00 -0.545
C 0.33 0.65 -0.33 -0.131
C 1.66 0.21 0.32 -0.750
H -2.74 -0.39 0.20 0.118
H -2.12 1.03 -0.63 0.092
H -1.03 -2.21 0.44 0.058
H 0.08 1.60 0.10 0.116
H 0.55 0.69 -1.37 0.116
H 1.44 0.07 1.35 0.092
N -2.01 0.06 -0.37 0.118
N -0.41 -1.42 0.48 0.104
F 2.58 1.21 0.16 -0.067
Cl 2.42 -1.21 -0.36 0.679
```


Computed, not measured: the molecule C3H6ClIS, with ωB97M-V/def2-TZVPD.

Computed properties:
* spin multiplicity: 1
* SMILES string: SC[C@@H](I)CCl
* HOMO-LUMO gap: 9.51 eV

Structure (XYZ):
```
12
Properties=species:S:1:pos:R:3:lowdin_charge:R:1
C -0.65 -0.96 -0.54 -0.529
C 0.51 1.30 0.49 -0.703
C -0.21 0.00 0.92 -0.808
S 0.17 -0.51 -2.08 0.696
Cl -0.70 2.47 -0.08 0.575
I 0.88 -1.19 2.32 0.795
H -1.75 -0.82 -0.69 0.074
H -0.37 -1.84 -0.27 -0.064
H 1.05 1.81 1.22 0.028
H 1.14 0.96 -0.29 0.001
H -1.27 0.19 1.21 0.053
H 1.20 -1.41 -2.20 -0.117
```


Computed, not measured: the molecule C3H6ClN, with ωB97M-V/def2-TZVPD.

Computed properties:
* spin multiplicity: 1
* SMILES string: ClC[C@@H]1CN1
* HOMO-LUMO gap: 10.60 eV

Structure (XYZ):
```
11
Properties=species:S:1:pos:R:3:lowdin_charge:R:1
C 1.15 0.27 0.49 -0.537
C 0.12 -0.54 -0.21 -0.315
C -1.10 0.46 -0.43 -0.131
H 1.26 0.37 1.57 0.083
H 0.99 1.24 0.11 0.041
H 0.39 -1.34 -0.89 0.118
H -1.66 0.63 -1.29 0.077
H -1.06 1.29 0.28 0.100
H -1.67 -1.47 0.02 0.077
N -1.22 -0.69 0.46 -0.013
Cl 2.80 -0.23 -0.12 0.501
```


Computed, not measured: the molecule C3H6ClN, with ωB97M-V/def2-TZVPD.

Computed properties:
* spin multiplicity: 1
* SMILES string: NC1(Cl)CC1
* HOMO-LUMO gap: 10.79 eV

Structure (XYZ):
```
11
Properties=species:S:1:pos:R:3:lowdin_charge:R:1
C 0.13 -0.84 -0.92 -0.127
C 1.22 -0.07 -0.22 -0.148
C -0.13 0.42 -0.14 -0.720
N -0.74 0.38 1.55 0.016
Cl -0.90 1.89 -0.93 0.541
H -0.17 -0.85 -1.97 0.107
H -0.05 -1.77 -0.51 0.070
H 1.36 -0.45 0.77 0.100
H 1.99 0.52 -0.73 0.117
H -1.28 -0.46 1.50 0.005
H -1.42 1.21 1.62 0.040
```


Computed, not measured: the molecule C3H6ClN, with ωB97M-V/def2-TZVPD.

Computed properties:
* spin multiplicity: 1
* SMILES string: ClC1CNC1
* HOMO-LUMO gap: 9.76 eV

Structure (XYZ):
```
11
Properties=species:S:1:pos:R:3:lowdin_charge:R:1
C 0.78 0.05 0.46 -0.742
C -0.06 -1.10 -0.05 -0.284
C -0.27 1.18 -0.05 -0.092
H 1.04 -0.07 1.47 0.062
H -0.46 -1.68 0.83 0.114
H 0.46 -1.78 -0.86 0.124
H -1.91 -0.12 -0.71 0.069
H -0.07 1.90 -0.86 0.098
H -0.83 1.66 0.69 0.061
N -0.95 -0.11 -0.60 -0.075
Cl 2.27 0.07 -0.33 0.663
```


Computed, not measured: a cluster of 2 separate species, C3H6ClN2 in total, with ωB97M-V/def2-TZVPD.

Computed properties:
* spin multiplicity: 1
* HOMO-LUMO gap: 9.73 eV
* total charge: +1

Structure (XYZ):
```
12
Properties=species:S:1:pos:R:3:lowdin_charge:R:1
C -1.50 0.66 -0.04 -0.082
C -3.07 0.40 -0.02 -0.082
C -4.41 0.70 0.30 -0.590
N -0.38 0.59 -0.03 0.129
N 1.96 -0.67 0.03 0.206
Cl -5.68 -0.31 0.01 0.772
H -2.88 -0.62 -0.22 0.056
H -4.61 1.58 0.91 0.078
H 0.93 -0.24 -0.14 0.044
H 2.36 -0.53 -0.90 0.137
H 1.76 -1.69 0.22 0.163
H 2.33 -0.13 0.86 0.169
```


Computed, not measured: the ion C3H6ClN2 with charge +1, with ωB97M-V/def2-TZVPD.

Computed properties:
* spin multiplicity: 1
* HOMO-LUMO gap: 9.14 eV
* total charge: +1

Structure (XYZ):
```
12
Properties=species:S:1:pos:R:3:lowdin_charge:R:1
C -0.70 -1.09 0.42 -0.236
C 0.71 0.85 0.48 -0.131
C 0.44 0.80 -0.98 0.170
N -0.06 -0.25 1.24 0.054
N -0.72 -0.90 -0.85 -0.490
Cl -1.51 -1.56 -2.13 0.776
H -1.42 -1.88 0.95 0.210
H 1.71 0.63 0.68 0.106
H 0.47 1.84 0.86 0.137
H -0.17 1.39 -1.57 0.087
H 1.35 0.43 -1.42 0.106
H -0.11 -0.26 2.32 0.210
```


Computed, not measured: the ion C3H6ClN2S with charge +1, with ωB97M-V/def2-TZVPD.

Computed properties:
* spin multiplicity: 1
* SMILES string: C/C(N)=[NH+]/C(=S)Cl
* HOMO-LUMO gap: 8.26 eV
* total charge: +1

Structure (XYZ):
```
13
Properties=species:S:1:pos:R:3:lowdin_charge:R:1
C 0.28 0.25 0.16 -0.311
C -1.32 -1.12 -1.32 -1.244
C 0.39 0.79 1.56 0.028
N 1.33 0.25 -0.62 0.231
N -0.94 -0.27 -0.30 -0.021
S -2.66 -0.78 -2.12 0.831
Cl -0.24 -2.48 -1.61 0.669
H 1.20 0.28 2.15 0.131
H -0.72 0.78 1.91 0.131
H 0.75 1.86 1.48 0.127
H 2.13 0.66 -0.11 0.159
H 1.44 -0.06 -1.58 0.142
H -1.64 -0.16 0.40 0.127
```


Computed DFT total energy (eV) in order:
-30299.6346 -34392.9931 -38173.9822 -69055.6995 -21428.1621 -34665.3000 -17218.7471 -17218.2562 -17218.7416 -18701.6488 -18700.7322 -29538.7551
Computed relative energy (zero: lowest compared OMol25 entry of this formula, charge and spin) (kcal/mol) in order:
24.8 57.7 155.5 62.0 8.2 9.3 31.0 42.3 31.1 54.9 76.0 19.5